# 1
{
  "formula": "C31H35Cl2FI2N6O2S",
  "method": "ωB97M-V with the def2-TZVPD basis set",
  "elements": ["C", "C", "I", "C", "I", "C", "C", "C", "O", "C", "C", "C", "C", "C", "C", "C", "F", "C", "S", "C", "C", "Cl", "C", "C", "Cl", "C", "O", "H", "H", "H", "H", "H", "H", "H", "H", "H", "H", "H", "H", "H", "H", "H", "H", "H", "C", "C", "N", "H", "H", "H", "C", "C", "N", "H", "H", "H", "C", "C", "N", "H", "H", "H", "C", "C", "N", "H", "H", "H", "C", "C", "N", "H", "H", "H", "C", "C", "N", "H", "H", "H"],
  "xyz": [[3.02705, 1.58397, 2.48347], [3.39975, 2.88104, 1.82074], [4.24046, 4.29086, 3.14267], [3.22047, 3.14098, 0.52304], [3.72964, 4.96492, -0.37009], [2.60554, 2.10076, -0.31837], [3.19380, 0.93838, -0.59448], [2.50098, -0.08609, -1.41677], [3.10867, -0.75765, -2.20336], [1.01579, -0.15034, -1.20782], [0.41089, 1.08337, -0.96022], [-0.95692, 1.17579, -0.75783], [-1.77299, 0.04850, -0.76546], [-3.25206, 0.20843, -0.51833], [-3.64367, 1.24239, 0.53509], [-3.87820, 0.62438, 1.89873], [-4.87529, 1.77929, 0.12471], [-1.15767, -1.20094, -1.00689], [-2.21955, -2.65580, -1.05056], [0.24076, -1.32120, -1.23728], [0.84111, -2.69657, -1.45184], [1.26080, -2.97064, -3.15864], [1.95874, -3.00733, -0.40267], [1.43540, -3.96188, 0.68558], [3.45576, -3.67989, -1.10413], [1.24470, 2.31878, -0.88733], [0.83854, 3.38512, -1.26032], [3.74398, 0.80406, 2.24399], [3.03743, 1.68265, 3.56490], [2.02619, 1.26098, 2.20414], [4.18669, 0.69285, -0.24798], [-1.37346, 2.15811, -0.59589], [-3.72795, 0.47523, -1.46304], [-3.69971, -0.73188, -0.22917], [-2.94125, 2.06500, 0.62272], [-4.37837, -0.33522, 1.78260], [-4.54298, 1.25936, 2.47544], [-2.94668, 0.45129, 2.43200], [-2.10210, -3.03425, 0.23250], [0.05600, -3.40371, -1.24914], [2.25896, -2.09954, 0.10441], [1.54963, -3.48894, 1.65838], [2.03229, -4.86408, 0.72392], [0.38411, -4.19760, 0.55376], [5.79728, -6.29627, -2.46118], [6.33445, -7.55887, -1.96874], [6.75580, -8.55114, -1.58198], [4.93784, -6.48407, -3.10144], [5.48621, -5.67595, -1.62343], [6.55836, -5.76830, -3.03208], [4.13526, 6.60563, 6.87269], [5.42712, 6.23522, 6.30820], [6.43621, 5.93977, 5.85382], [3.67563, 7.38138, 6.26361], [3.48172, 5.73577, 6.89511], [4.26842, 6.97930, 7.88586], [-1.73123, -3.11908, -5.50565], [-2.44183, -4.02585, -4.61618], [-3.01778, -4.73874, -3.92842], [-2.38786, -2.28966, -5.76440], [-0.84713, -2.72967, -5.00712], [-1.43228, -3.63822, -6.41432], [-6.24272, 4.01000, -1.93912], [-7.18907, 4.54997, -2.90808], [-7.93384, 4.97406, -3.66788], [-5.22681, 4.26939, -2.22985], [-6.44678, 4.42126, -0.95293], [-6.33263, 2.92704, -1.89524], [0.83386, 1.41942, 6.61733], [2.09231, 1.00102, 6.01330], [3.08116, 0.67208, 5.53717], [0.34934, 2.16051, 5.98403], [0.17567, 0.56047, 6.73058], [1.02209, 1.85523, 7.59626], [-6.00480, -1.78286, -4.36966], [-4.83139, -0.91846, -4.35172], [-3.90217, -0.24763, -4.33979], [-6.88901, -1.19876, -4.61678], [-5.87317, -2.56673, -5.11266], [-6.13811, -2.24122, -3.39200]],
  "de_lowest_kcal_mol": 0.0,
  "spin_multiplicity": 1,
  "charge": 0,
  "homo_energy_ha": -0.327,
  "energy_ha": -3695.00411,
  "gap_ev": 7.53
}

---

# 2
{
  "formula": "C31H35N4O3",
  "method": "ωB97M-V with the def2-TZVPD basis set",
  "elements": ["C", "O", "C", "C", "C", "C", "N", "C", "C", "C", "C", "C", "C", "C", "C", "C", "C", "O", "N", "C", "C", "C", "C", "C", "H", "H", "H", "H", "H", "H", "H", "H", "H", "H", "H", "H", "H", "H", "H", "H", "H", "H", "H", "C", "C", "N", "C", "C", "C", "C", "N", "C", "C", "C", "C", "C", "O", "H", "H", "H", "H", "H", "H", "H", "H", "H", "H", "H", "H", "H", "H", "H", "H"],
  "xyz": [[0.75686, -7.76898, -1.67033], [0.37998, -7.35124, -0.33747], [0.83501, -6.15794, 0.13246], [0.54868, -5.86192, 1.48727], [1.00574, -4.68029, 2.05055], [1.68000, -3.74314, 1.25804], [2.10523, -2.53847, 1.85089], [2.21188, -1.30333, 1.25589], [1.54290, -0.89828, 0.02457], [1.93599, 0.39349, -0.56795], [0.99690, 1.16557, -1.13188], [1.26474, 2.46350, -1.69922], [0.25296, 3.19803, -2.37527], [0.43610, 4.53018, -2.72410], [1.67101, 5.15242, -2.49059], [2.71899, 4.42145, -1.91771], [2.53421, 3.08809, -1.55154], [0.63185, -1.59348, -0.46991], [2.62589, -0.44997, 2.22336], [2.78046, 0.98826, 2.12765], [2.87770, -1.15149, 3.39496], [2.54029, -2.43485, 3.17498], [1.96952, -4.02852, -0.07707], [1.56523, -5.23103, -0.64964], [0.26507, -8.73465, -1.78533], [0.39191, -7.06177, -2.42817], [1.84662, -7.88483, -1.75838], [-0.01581, -6.58685, 2.07013], [0.81021, -4.47649, 3.10373], [3.01447, 0.59911, -0.55354], [-0.14622, 0.74437, -1.10406], [-0.66804, 2.68158, -2.65470], [-0.38625, 5.08201, -3.18539], [1.81484, 6.19627, -2.76975], [3.68964, 4.89362, -1.75458], [3.35995, 2.51686, -1.11964], [3.07612, 1.33940, 3.12183], [3.57126, 1.25770, 1.41664], [1.83967, 1.48024, 1.84479], [3.25467, -0.65892, 4.27568], [2.57054, -3.28155, 3.83728], [2.52866, -3.32253, -0.68532], [1.81037, -5.44551, -1.69169], [-2.23035, 4.79243, 1.79645], [-1.62500, 4.60044, 0.42688], [-1.98546, 3.30265, -0.20330], [-3.34771, 3.22018, -0.80325], [-3.42155, 3.70051, -2.24508], [-1.31708, 2.18464, 0.23691], [-1.31186, 1.02359, -0.70262], [-1.88812, -0.18241, -0.10146], [-1.56217, -0.56376, 1.16868], [-1.84721, -1.84536, 1.60122], [-2.55113, -2.72363, 0.77908], [-2.94533, -2.28134, -0.48503], [-2.60511, -1.01494, -0.91163], [-0.65056, 2.19123, 1.28346], [-1.86067, 5.73061, 2.21674], [-3.32215, 4.83622, 1.73955], [-1.92229, 3.97114, 2.44870], [-1.96252, 5.37338, -0.27453], [-0.52819, 4.64026, 0.47462], [-3.69788, 2.18020, -0.73082], [-4.00365, 3.83721, -0.16921], [-4.44891, 4.01678, -2.45840], [-2.75059, 4.54675, -2.43743], [-3.17709, 2.89117, -2.94380], [-1.89088, 1.25550, -1.60113], [-1.04044, 0.17110, 1.77386], [-1.48926, -2.13505, 2.58628], [-2.77385, -3.73514, 1.11031], [-3.50069, -2.91448, -1.17372], [-2.83808, -0.61598, -1.89881]],
  "spin_multiplicity": 1,
  "charge": 1,
  "homo_energy_ha": -0.321,
  "energy_ha": -1646.65278,
  "gap_ev": 5.05
}

---

# 3
{
  "formula": "C31H35O5Pb",
  "method": "ωB97M-V with the def2-TZVPD basis set",
  "elements": ["C", "C", "C", "C", "H", "H", "C", "H", "H", "C", "H", "H", "C", "C", "C", "O", "O", "O", "O", "C", "H", "H", "H", "C", "H", "H", "H", "O", "H", "H", "C", "C", "H", "H", "H", "H", "H", "H", "Pb", "C", "C", "C", "H", "C", "C", "H", "H", "H", "H", "C", "C", "C", "H", "C", "C", "H", "H", "H", "H", "C", "C", "C", "C", "C", "C", "C", "C", "H", "H", "H", "H", "H"],
  "xyz": [[-0.11388, -0.15946, -4.65825], [-0.63797, -1.15447, -3.58857], [-0.30726, 1.26528, -4.09520], [-1.43855, 1.11381, -3.07463], [-0.56445, 1.94970, -4.90881], [0.62043, 1.59390, -3.60220], [-1.13097, -0.30429, -2.41500], [0.15797, -1.85124, -3.31477], [-1.48653, -1.70704, -4.01651], [-0.08150, -0.17980, -1.28280], [-2.06166, -0.72066, -1.99144], [-2.38129, 0.95971, -3.62586], [-1.63327, 2.25415, -2.17967], [1.34284, -0.32948, -5.01303], [-0.80811, -0.28859, -6.02987], [-1.56404, 0.58510, -6.41766], [2.15820, -0.97898, -4.37741], [1.65140, 0.32497, -6.14454], [-0.51500, -1.33056, -6.84666], [0.05553, -2.60410, -6.44042], [-0.07086, -2.81830, -5.36857], [1.11377, -2.62448, -6.72705], [-0.49591, -3.33551, -7.03893], [3.03592, 0.23666, -6.47886], [3.63947, 0.73536, -5.70962], [3.12837, 0.74445, -7.43722], [3.34889, -0.81216, -6.55998], [-0.58381, 0.59188, -0.25861], [0.86370, 0.24306, -1.67652], [0.16345, -1.19664, -0.90480], [-2.96898, 2.45881, -1.62258], [-0.54249, 3.19097, -1.90089], [-0.19008, 3.71052, -2.80835], [0.33538, 2.68839, -1.45729], [-0.87711, 3.95146, -1.18173], [-2.91723, 2.76392, -0.56812], [-3.57438, 1.54547, -1.69738], [-3.50585, 3.25716, -2.16213], [-0.33364, 1.08926, 1.91502], [-1.73224, -1.31285, 3.56921], [-2.15317, -0.93782, 2.15099], [-1.57440, -1.81813, 1.25316], [-2.93496, -0.19578, 1.94280], [-0.75504, -2.76342, 1.96328], [-0.84789, -2.52508, 3.30696], [-0.36599, -3.08307, 4.10454], [-2.58225, -1.52659, 4.24678], [-1.72606, -1.83636, 0.17995], [-0.18552, -3.54450, 1.46694], [2.49606, 1.39362, 2.29936], [2.42171, 0.26674, 3.16998], [2.43344, -0.90613, 2.37659], [2.41348, 0.30000, 4.25659], [2.51143, -0.52150, 1.00912], [2.54539, 0.89963, 0.95096], [2.61932, 1.50269, 0.04359], [2.56836, 2.43999, 2.59468], [2.45332, -1.93095, 2.74259], [2.58586, -1.19770, 0.15676], [-0.89536, -0.22930, 4.16791], [-0.38321, 0.21776, 5.20846], [-0.11384, 0.35744, 6.60290], [-1.08927, 0.92107, 7.45952], [-1.01860, 0.73050, 8.83513], [0.10618, 0.09751, 9.39410], [1.14423, -0.35144, 8.56446], [1.02970, -0.24972, 7.17832], [-1.94391, 1.42547, 7.01131], [-1.84485, 1.06504, 9.47175], [0.17340, -0.04909, 10.47517], [2.03884, -0.80251, 8.99712], [1.77539, -0.69371, 6.51592]],
  "de_lowest_kcal_mol": 0.0,
  "spin_multiplicity": 1,
  "charge": -1,
  "homo_energy_ha": [-0.140, -0.074],
  "energy_ha": -1771.11596,
  "gap_ev": [6.17, 4.38]
}

---

- The highest charge belongs to which entry?
  C31H35N4O3

---

- The highest charge belongs to which entry?
  C31H35N4O3